# 1
The following is a quantum chemistry calculation of C12H14N2NiO3S2 as an isolated structure in a non-equilibrium geometry, from the OMol25 dataset.

## Properties
HOMO energy = -0.3838 eV
Kohn-Sham gap = 0.2118 Ha
charge = -2
spin multiplicity = 1

XYZ file:
```
34
C12H14N2NiO3S2, DFT ωB97M-V with the def2-TZVPD basis set
Ni 0.37575 0.09932 -0.25235
C 4.26777 -0.89933 0.95430
C 2.83966 -0.88103 0.49848
N 2.19397 0.23241 0.39727
O 2.89930 1.35017 0.66785
C 2.12196 -2.10586 0.19319
C 2.72563 -3.47161 0.23898
N 0.85602 -1.94611 -0.10129
O 0.14177 -2.98777 -0.29781
H 4.45084 0.00310 1.53410
H 4.95954 -0.89939 0.10528
H 4.47665 -1.78884 1.55223
H 1.69618 2.28088 0.73794
H 3.81153 -3.43128 0.12379
H 2.29060 -4.07200 -0.56309
H 2.49282 -3.99731 1.17437
S -1.67550 2.72232 -0.38604
C -2.89113 1.50049 -0.07277
C -4.03533 1.88949 0.63007
C -5.10940 1.03071 0.80508
C -5.03198 -0.26268 0.29465
C -3.88547 -0.66964 -0.36844
C -2.79777 0.19176 -0.57533
S -1.40596 -0.36131 -1.46743
H -4.06988 2.89628 1.03274
H -5.99034 1.35991 1.34649
H -5.85469 -0.95742 0.43220
H -3.79786 -1.68229 -0.74425
C 0.66673 2.44202 -1.77988
C 0.13267 2.02686 -0.39921
O 0.70875 2.75937 0.59579
H 0.58050 3.52831 -1.91953
H 0.12841 1.92317 -2.57180
H 1.72825 2.17727 -1.81558
```

Results of the natural (NBO) charge analysis, in e, for atoms 1 through 8: 0.69, -0.67, 0.15, -0.16, -0.71, 0.00, -0.66, -0.07

=====

# 2
The following is a quantum chemistry calculation of a single C5H8 molecule, from the OMol25 dataset.

## Properties
HOMO energy = -9.2170 eV
Kohn-Sham gap = 0.3782 Ha
SMILES = CC#CCC
spin multiplicity = 1

XYZ file:
```
13
C5H8, DFT ωB97M-V with the def2-TZVPD basis set
C -1.95397 0.09795 -0.25676
C -0.96695 0.09715 0.91603
C 0.24038 0.89897 0.62611
C 1.31157 0.65508 0.12779
C 2.31118 -0.17516 -0.52407
H -2.76326 0.81362 -0.10190
H -2.38318 -0.90090 -0.37890
H -1.44522 0.35724 -1.19168
H -0.52352 -0.90345 0.99678
H -1.43508 0.31417 1.87555
H 2.73377 -0.88313 0.19899
H 1.77167 -0.76129 -1.28157
H 3.10261 0.38976 -1.00638
```

Results of the natural (NBO) charge analysis, in e, for atoms 1 through 8: -0.60, -0.45, -0.05, 0.02, -0.69, 0.21, 0.21, 0.21

=====

# 3
The following is a quantum chemistry calculation of a 2-piece molecular cluster, C3H6N3O2 overall in a non-equilibrium geometry, from the OMol25 dataset.

## Properties
HOMO energy (spin up / spin down) = -14.6070 / -13.7446 eV
Kohn-Sham gap (spin up / spin down) = 0.2786 / 0.2790 Ha
charge = +1
spin multiplicity = 1

XYZ file:
```
14
C3H6N3O2, DFT ωB97M-V with the def2-TZVPD basis set
C 0.15816 -0.85706 -1.23502
C -0.38198 0.04817 0.88679
C 0.48580 1.08724 0.93367
N -1.45502 -0.39821 1.44410
N 0.88275 1.37215 2.34683
N 1.22180 1.73120 0.04816
O -0.00052 1.24783 3.09301
O 2.01962 1.56416 2.47579
H -0.45542 -1.63010 -1.53758
H 1.20396 -0.96006 -1.16541
H -1.70562 -1.31621 1.21026
H -2.11158 0.33410 1.64355
H 0.97381 1.19997 -0.81981
H 2.09132 2.03726 0.34884
```

Results of the natural (NBO) charge analysis, in e, for atoms 1 through 8: -0.15, 0.26, 0.23, -0.64, 0.55, -0.68, -0.31, -0.31

=====

# 4
The following is a quantum chemistry calculation of a single CH4N2OS molecule in a non-equilibrium geometry, from the OMol25 dataset.

## Properties
HOMO energy = -8.6058 eV
Kohn-Sham gap = 0.3406 Ha
SMILES = O/N=C\NS
spin multiplicity = 1

XYZ file:
```
9
CH4N2OS, DFT ωB97M-V with the def2-TZVPD basis set
C 0.46811 0.82500 -0.14535
H -1.62655 -1.08291 1.08268
H -1.46117 1.61233 -0.15186
H 0.76142 1.87187 -0.07547
H 1.96847 -1.83408 -0.06380
N -0.90788 0.71861 -0.09888
N 1.45947 -0.01212 -0.16346
O 1.13015 -1.36946 -0.15773
S -1.79203 -0.72924 -0.22614
```

Results of the natural (NBO) charge analysis, in e, for atoms 1 through 8: 0.19, 0.10, 0.41, 0.19, 0.48, -0.79, -0.21, -0.59

=====

# 5
The following is a quantum chemistry calculation of a single C17H16N2O4S molecule in a non-equilibrium geometry, from the OMol25 dataset.

## Properties
HOMO energy = -8.8072 eV
Kohn-Sham gap = 0.3494 Ha
SMILES = Cc1noc(C)c1S(=O)(=O)Nc1ccccc1Oc1ccccc1
spin multiplicity = 1

XYZ file:
```
40
C17H16N2O4S, DFT ωB97M-V with the def2-TZVPD basis set
C 0.29200 -2.83106 0.97356
C -0.34217 -2.21028 -0.21010
N 0.15918 -2.27860 -1.41258
O -0.66529 -1.59030 -2.24656
C -1.69522 -1.09104 -1.55237
C -1.54994 -1.45428 -0.23912
S -2.58547 -1.03959 1.13200
O -3.84270 -0.57862 0.63150
O -2.55913 -2.09971 2.09011
N -1.76828 0.24716 1.82813
C -1.41291 1.29952 0.97398
C -2.38665 2.03842 0.31886
C -2.01978 3.06981 -0.52842
C -0.68313 3.38114 -0.71281
C 0.29821 2.65204 -0.06361
C -0.06022 1.59903 0.76427
O 0.85405 0.84048 1.46083
C 1.98906 0.38137 0.83240
C 2.08332 0.18981 -0.54008
C 3.23509 -0.35868 -1.07443
C 4.29076 -0.71562 -0.25413
C 4.19171 -0.52685 1.11457
C 3.04625 0.01862 1.66124
H 2.94864 0.16893 2.72537
H 5.01020 -0.80281 1.76213
H 5.18628 -1.14213 -0.67872
H 3.29721 -0.51446 -2.14013
H 1.25969 0.45774 -1.18499
H 1.34340 2.88733 -0.20027
H -0.39774 4.19599 -1.36014
H -2.78209 3.63858 -1.03802
H -3.42014 1.77851 0.47636
H -0.99056 -0.08710 2.38150
C -2.73239 -0.29862 -2.24498
H -3.01424 -0.78900 -3.17431
H -3.59343 -0.19987 -1.58996
H -2.34809 0.69251 -2.48542
H 0.89546 -3.67974 0.66518
H 0.94695 -2.10921 1.46194
H -0.47786 -3.13940 1.67722
```

Results of the natural (NBO) charge analysis, in e, for atoms 1 through 8: -0.67, 0.20, -0.13, -0.27, 0.40, -0.54, 2.35, -0.93

=====

# 6
The following is a quantum chemistry calculation of a single C3H5BrFN molecule in a non-equilibrium geometry, from the OMol25 dataset.

## Properties
HOMO energy = -9.6615 eV
Kohn-Sham gap = 0.3776 Ha
spin multiplicity = 1

XYZ file:
```
11
C3H5BrFN, DFT ωB97M-V with the def2-TZVPD basis set
C -0.27615 0.65126 -0.07810
C -1.12792 -0.57214 -0.03441
C 1.57754 -0.85517 0.05094
N 1.11897 0.36745 0.17095
F 3.01241 -0.87610 -0.07985
Br -2.98622 -0.10934 0.00426
H -0.36989 0.87492 -1.12166
H -0.62397 1.61331 0.57035
H -0.99861 -1.07940 0.89017
H -0.95001 -1.26840 -0.81244
H 1.62385 1.25362 0.43979
```

Results of the natural (NBO) charge analysis, in e, for atoms 1 through 8: -0.24, -0.45, 0.41, -0.63, -0.40, 0.00, 0.21, 0.22